{
  "formula": "C32H41IN5O3SSb2V",
  "method": "ωB97M-V/def2-TZVPD",
  "elements": ["V", "C", "C", "N", "C", "C", "C", "O", "C", "C", "N", "C", "C", "C", "C", "C", "C", "I", "C", "O", "H", "H", "H", "H", "H", "H", "H", "H", "H", "H", "H", "H", "C", "Sb", "C", "C", "C", "C", "C", "C", "C", "C", "C", "Sb", "C", "C", "H", "H", "H", "H", "H", "H", "H", "H", "H", "H", "H", "H", "H", "H", "H", "H", "H", "H", "H", "H", "O", "N", "C", "C", "C", "C", "C", "H", "H", "H", "H", "H", "N", "C", "N", "S", "H", "H", "H", "H"],
  "xyz": [[0.375966, -0.543852, 1.644203], [4.665871, 0.513315, 0.798584], [4.261279, -0.835345, 0.289316], [5.142082, -1.581223, -0.351085], [4.793777, -2.800461, -0.798510], [3.557887, -3.370337, -0.586028], [3.274376, -4.762950, -1.118438], [3.962998, -5.033434, -2.323690], [2.613609, -2.596905, 0.121342], [1.353519, -3.187620, 0.571467], [0.396428, -2.597335, 1.188927], [-0.680159, -3.431201, 1.702471], [-0.549457, -4.799082, 1.905983], [-1.623821, -5.542771, 2.367314], [-2.837824, -4.926422, 2.643605], [-2.954606, -3.556451, 2.496227], [-1.874268, -2.800105, 2.046857], [0.941444, -1.132116, 4.186333], [2.956297, -1.309081, 0.493589], [2.035068, -0.513297, 1.038188], [5.608297, 0.804960, 0.342292], [4.792379, 0.487153, 1.883044], [3.900934, 1.258783, 0.579259], [5.551183, -3.345314, -1.346547], [2.200651, -4.920308, -1.248130], [3.631132, -5.512434, -0.410230], [3.677658, -4.401465, -2.991897], [1.256285, -4.253036, 0.395715], [0.395715, -5.299918, 1.752620], [-1.503004, -6.605216, 2.531597], [-3.674859, -5.507956, 3.005719], [-3.877925, -3.050559, 2.750501], [-3.055181, 3.958589, 1.036639], [-1.933512, 2.524361, -0.098892], [-0.267315, 3.828682, -0.361672], [-2.822649, 2.948201, -2.039975], [-1.744103, 3.100990, -3.078832], [-1.449243, 4.381957, -3.548081], [-0.439108, 4.615167, -4.466295], [0.292078, 3.544979, -4.960847], [-0.002779, 2.265768, -4.520255], [-0.995654, 2.017846, -3.569520], [-1.227077, 0.582986, -3.157517], [0.052366, -0.243574, -1.597004], [-0.018080, -2.194886, -2.507367], [1.891860, 0.370250, -2.464246], [-3.115458, 4.900677, 0.490114], [-2.551319, 4.132065, 1.989463], [-4.065332, 3.601495, 1.238908], [-0.620477, 4.820838, -0.640686], [0.382397, 3.457286, -1.154278], [0.296112, 3.884909, 0.569279], [-3.406818, 3.865060, -1.957615], [-3.503447, 2.125753, -2.267326], [-2.043174, 5.214244, -3.186681], [-0.234216, 5.623146, -4.803208], [1.076191, 3.701971, -5.690011], [0.541591, 1.425145, -4.936656], [-1.001602, -0.077237, -3.996735], [-2.255883, 0.395166, -2.845074], [0.649535, -2.202721, -3.369170], [-1.034568, -2.385951, -2.854562], [0.276056, -2.991093, -1.822858], [1.889845, 0.101484, -3.519456], [2.728620, -0.116741, -1.964414], [1.997777, 1.450515, -2.373636], [0.082415, 1.384071, 2.093355], [0.111670, 2.025458, 3.261015], [-0.847338, 1.807070, 4.167932], [-0.838100, 2.517108, 5.351368], [0.162983, 3.441180, 5.586512], [1.149719, 3.629861, 4.630021], [1.108361, 2.898672, 3.465339], [-1.579613, 1.061998, 3.900897], [-1.615230, 2.325179, 6.076472], [0.183386, 4.002537, 6.510308], [1.955241, 4.334710, 4.774636], [1.839939, 2.947657, 2.674384], [-2.944594, -1.988762, -0.708052], [-3.096932, -0.901371, 0.051672], [-4.330330, -0.418406, 0.198226], [-1.994457, -1.052073, 1.943113], [-3.727041, -2.552675, -1.016939], [-2.047615, -2.445200, -0.721899], [-5.158591, -0.905774, -0.115024], [-4.470187, 0.413420, 0.744523]],
  "forces_ev_per_a": [[-1.037, 0.508, 1.091], [0.004, -0.005, -0.043], [0.243, -0.035, -0.157], [-0.030, -0.044, -0.034], [0.061, 0.147, 0.015], [-0.010, -0.042, -0.020], [0.144, 0.065, -0.022], [-0.040, -0.003, 0.084], [-0.507, -0.652, 0.001], [0.507, 0.018, -0.309], [-0.465, -0.612, 0.381], [0.496, 0.397, -0.309], [-0.051, -0.138, 0.059], [0.017, 0.017, -0.007], [0.025, 0.005, -0.016], [-0.054, 0.051, 0.014], [-0.032, 0.155, 0.134], [-0.065, -0.127, 0.030], [-0.675, 0.586, 0.615], [2.019, -0.033, -1.112], [0.001, -0.018, 0.009], [-0.018, -0.010, 0.009], [-0.011, 0.007, -0.026], [0.011, 0.016, 0.003], [-0.042, -0.005, -0.058], [-0.026, -0.013, 0.038], [0.014, 0.003, -0.027], [0.033, -0.015, -0.052], [0.005, -0.004, 0.004], [-0.003, 0.016, -0.010], [0.005, 0.013, -0.001], [0.020, -0.012, 0.025], [-0.090, 0.119, 0.003], [-0.213, -0.088, 0.127], [0.124, 0.027, -0.033], [0.199, -0.057, -0.164], [-0.157, -0.041, 0.109], [0.005, 0.016, -0.011], [-0.008, -0.022, 0.022], [-0.019, -0.016, 0.046], [0.022, 0.018, -0.009], [0.028, -0.235, 0.008], [-0.100, 0.276, 0.079], [-0.072, 0.024, 0.131], [0.001, -0.081, -0.002], [0.112, 0.028, -0.037], [0.006, -0.013, 0.042], [-0.028, -0.002, -0.022], [0.023, 0.012, 0.005], [0.019, 0.006, 0.007], [0.028, 0.004, 0.026], [0.004, 0.000, -0.010], [0.011, -0.026, -0.021], [0.003, 0.027, -0.016], [0.030, -0.002, 0.013], [-0.014, -0.015, -0.002], [-0.026, -0.006, -0.006], [0.001, 0.023, 0.023], [-0.073, 0.024, -0.019], [0.022, 0.004, -0.023], [-0.012, -0.018, 0.006], [0.027, 0.006, -0.026], [0.018, 0.027, -0.024], [0.058, 0.007, -0.002], [-0.016, 0.002, -0.004], [0.020, -0.004, -0.005], [-0.133, 0.010, -0.037], [0.130, -0.105, -0.305], [-0.008, 0.084, 0.102], [-0.090, -0.089, -0.065], [0.039, 0.052, 0.077], [0.040, -0.005, -0.061], [0.038, -0.002, 0.140], [-0.014, -0.010, -0.010], [0.007, 0.014, 0.001], [-0.004, 0.000, -0.011], [-0.002, -0.015, 0.024], [-0.019, 0.028, -0.038], [0.011, -0.016, 0.014], [-0.065, -0.189, 0.011], [0.056, 0.080, -0.001], [-0.448, -0.096, -0.340], [-0.022, 0.012, 0.001], [0.002, -0.001, -0.003], [0.000, -0.004, -0.050], [0.012, -0.009, 0.035]],
  "s_squared": 3.778,
  "gap_ha": [0.236, 0.245],
  "spin_multiplicity": 4,
  "charge": 1
}



{
  "formula": "C32H41N11O5",
  "method": "ωB97M-V/def2-TZVPD",
  "elements": ["C", "C", "O", "C", "O", "N", "C", "C", "C", "O", "N", "C", "C", "C", "C", "C", "C", "C", "C", "O", "O", "H", "H", "H", "H", "H", "H", "H", "H", "H", "H", "H", "H", "H", "H", "C", "C", "N", "H", "H", "H", "C", "C", "N", "H", "H", "H", "C", "C", "N", "H", "H", "H", "C", "C", "N", "H", "H", "H", "C", "C", "N", "H", "H", "H", "C", "C", "N", "H", "H", "H", "C", "C", "N", "H", "H", "H", "C", "C", "N", "H", "H", "H", "C", "C", "N", "H", "H", "H"],
  "xyz": [[-4.611839, 2.405550, 2.175858], [-4.316402, 2.197208, 0.835285], [-4.169107, 1.475324, -0.455202], [-2.737035, 1.221761, -0.596116], [-1.961166, 1.620709, 0.401885], [-2.051116, 0.604874, -1.782325], [-2.507348, -0.805510, -2.060513], [-2.364910, -1.840907, -0.809964], [-0.974388, -1.727666, 0.029474], [-0.974283, -1.125601, 1.219650], [0.363438, -2.305259, -0.399011], [0.961394, -1.356169, -1.403273], [1.460361, -1.922779, -2.846945], [2.049952, -0.790885, -3.885636], [2.104297, 0.791135, -3.448054], [1.627891, 1.330861, -1.975847], [1.047914, 0.220409, -0.954891], [-2.403095, 1.450404, -3.010733], [-1.689094, 2.917909, -3.007688], [-1.931684, 3.888429, -2.158725], [-0.704077, 3.218407, -4.077929], [-4.835333, 2.464479, 3.334250], [-3.633232, -0.792470, -2.436690], [-1.892278, -1.199488, -2.993812], [-2.377311, -2.928446, -1.279963], [-3.317537, -1.762148, -0.140347], [0.254139, -3.271797, -0.776788], [1.396142, -3.069578, -3.122190], [2.376982, -1.172456, -4.935315], [2.493700, 1.583023, -4.203663], [1.641990, 2.442165, -1.637871], [0.656513, 0.558656, 0.104355], [-3.571885, 1.537052, -3.109849], [-2.029811, 0.897420, -3.978174], [0.211442, 3.293333, -3.685193], [0.754291, -0.990493, 4.175066], [1.582283, -2.149335, 4.541048], [2.235120, -3.062865, 4.829433], [0.001542, -1.252463, 3.424913], [0.221126, -0.585504, 5.040834], [1.357819, -0.178407, 3.757846], [-4.020407, -2.751432, -5.375521], [-4.620124, -2.431547, -4.063697], [-5.089883, -2.180221, -3.032546], [-3.055022, -3.248523, -5.263854], [-4.663467, -3.414699, -5.960659], [-3.854822, -1.849624, -5.972761], [-2.110969, -4.178762, -9.030670], [-2.678228, -3.809705, -7.724973], [-3.127029, -3.517878, -6.692197], [-2.820439, -4.757746, -9.630056], [-1.837555, -3.295508, -9.616284], [-1.207665, -4.786956, -8.921185], [-4.030780, 6.347138, 3.176402], [-4.896908, 5.219206, 3.549829], [-5.579288, 4.329905, 3.844208], [-2.993138, 6.177103, 3.479946], [-4.028548, 6.513538, 2.094695], [-4.357079, 7.279881, 3.646841], [-5.934842, 2.583870, -4.630267], [-5.602433, 1.522552, -5.592611], [-5.341058, 0.686114, -6.351353], [-6.756561, 2.287947, -3.970727], [-5.081140, 2.832478, -3.992233], [-6.240726, 3.505435, -5.135154], [3.683425, -4.238018, 8.248862], [4.123607, -3.120938, 9.097568], [4.470603, -2.239709, 9.765734], [2.726722, -4.648870, 8.586024], [3.553044, -3.926909, 7.207499], [4.407543, -5.058626, 8.253186], [4.314517, 0.133349, 7.303921], [3.941775, 1.175790, 6.335859], [3.648015, 1.997525, 5.572661], [5.106129, 0.473094, 7.978948], [3.464337, -0.163012, 7.926034], [4.680444, -0.769356, 6.804861], [8.161600, 0.846475, 6.101180], [7.644690, -0.530071, 6.124102], [7.237310, -1.615787, 6.141976], [7.352093, 1.582386, 6.134338], [8.816027, 1.046288, 6.955328], [8.742384, 1.044716, 5.195016], [5.717098, 0.956145, -0.789364], [5.618338, 1.660201, -2.076576], [5.540569, 2.215469, -3.091765], [5.835000, 1.654616, 0.044916], [4.823235, 0.357810, -0.586891], [6.574196, 0.275985, -0.765778]],
  "forces_ev_per_a": [[2.126, -2.755, -9.140], [-2.521, -0.309, 8.480], [2.617, 1.375, 2.507], [4.503, 2.370, 5.638], [-4.632, -2.453, -6.105], [-2.487, 1.254, 0.131], [-0.762, -0.888, -1.153], [0.282, -0.790, -0.713], [-0.220, 2.592, 5.992], [-0.186, -3.505, -7.053], [-1.507, 1.780, -1.654], [1.176, 1.661, -2.134], [0.216, 4.891, 1.121], [-1.597, 0.883, 3.974], [-1.179, -2.213, 2.217], [-0.662, -5.430, -1.019], [1.280, -0.516, -3.452], [-0.094, 0.032, -1.413], [0.355, 4.915, 3.069], [1.012, -6.159, -4.705], [-1.223, -1.502, 2.396], [0.605, 0.174, -3.360], [2.376, -0.234, 1.132], [-0.959, 0.925, 2.064], [-0.061, 2.238, 0.855], [2.147, 0.018, -0.874], [0.063, 1.225, 0.065], [0.144, 2.698, 0.670], [-0.564, 1.081, 2.129], [-0.665, -1.746, 1.436], [0.112, -2.219, -0.831], [0.784, -0.955, -2.446], [2.224, 0.187, 0.194], [-0.571, 1.022, 2.060], [-1.548, -0.026, -0.232], [-0.199, 0.177, -0.077], [0.459, -0.599, 0.203], [-0.749, 1.084, -0.243], [0.239, -0.142, 0.050], [0.215, -0.223, 0.008], [0.083, -0.264, 0.097], [-2.855, 2.324, 5.570], [-1.672, 1.247, 1.369], [0.423, -0.564, -0.895], [-1.103, 1.151, 3.692], [-0.993, 0.410, 1.610], [-0.253, 0.175, 0.686], [0.090, -0.054, -0.273], [0.170, -0.077, -0.151], [6.227, -5.026, -12.554], [-0.037, 0.115, 0.268], [-0.121, -0.007, 0.273], [-0.172, 0.118, 0.218], [0.145, 0.187, -0.101], [-0.588, -0.530, 0.322], [0.729, 1.636, -0.011], [-0.242, -0.197, 0.021], [-0.135, -0.242, 0.152], [-0.126, -0.282, 0.031], [-0.107, 0.181, 0.154], [0.192, -0.643, -0.565], [-0.254, 1.006, 0.966], [0.147, -0.165, -0.204], [-0.057, -0.136, -0.209], [0.101, -0.258, -0.112], [-0.068, -0.204, -0.187], [0.259, 0.587, 0.476], [-0.437, -1.006, -0.833], [0.155, 0.238, 0.107], [0.050, 0.163, 0.180], [0.022, 0.278, 0.147], [-0.006, -0.203, 0.130], [-0.206, 0.550, -0.540], [0.370, -0.973, 0.871], [-0.155, 0.082, -0.174], [0.063, 0.204, -0.174], [-0.065, 0.250, -0.098], [0.094, 0.251, 0.012], [-0.306, -0.902, 0.000], [0.507, 1.439, -0.017], [-0.033, -0.281, -0.020], [-0.144, -0.253, -0.072], [-0.149, -0.243, 0.087], [0.006, -0.139, 0.234], [-0.084, 0.441, -0.829], [0.088, -0.712, 1.322], [-0.034, 0.054, -0.288], [0.023, 0.174, -0.254], [-0.093, 0.180, -0.220]],
  "gap_ha": 0.299
}